DFT (ωB97M-V/def2-TZVPD) results for 2 unconnected molecules or ions with the total composition C9H13NO2 at a distorted geometry.

Structure (XYZ):
```
25
Properties=species:S:1:pos:R:3:forces:R:3:lowdin_charge:R:1
C 2.064735 -0.892550 -4.170825 -1.931 -0.999 1.457 -0.04
C 1.171442 -1.160065 -2.921706 -0.157 0.699 -1.605 -0.28
C -0.143257 -1.583950 -3.176799 0.809 0.418 1.516 -0.05
C -1.014436 -1.845821 -2.106024 0.079 0.152 -2.426 -0.02
C -0.598230 -1.667389 -0.806851 0.680 -0.775 0.275 -0.33
O -1.433076 -2.069158 0.194318 -0.415 -0.050 -0.271 0.05
C 0.700363 -1.211116 -0.572903 -0.672 0.556 0.028 -0.02
C 1.496649 -0.796115 -1.634986 0.440 -0.838 0.740 -0.06
H 3.083499 -1.221756 -4.028925 0.451 0.818 0.176 0.07
H 1.674284 -1.595265 -4.905521 -0.041 0.359 -0.427 0.06
H 1.793653 0.131920 -4.409485 1.008 0.142 -0.624 0.08
H -0.463907 -1.553013 -4.209374 -0.243 -0.618 0.023 0.11
H -1.964091 -2.213805 -2.477121 -0.359 0.063 0.992 0.11
H -1.012527 -1.949304 1.040740 0.262 0.150 0.390 0.09
H 1.083037 -1.129763 0.439685 -0.198 0.227 0.024 0.11
H 2.398951 -0.254786 -1.376440 0.283 -0.297 -0.273 0.11
C 0.020984 2.786772 4.187326 -0.275 0.107 0.021 -0.01
C -1.206373 2.435411 3.383382 0.093 -0.820 0.125 -0.60
N -2.247727 1.813168 4.020264 -0.373 -0.245 0.383 0.14
O -1.237647 2.621527 2.188166 -0.177 0.476 -0.257 0.05
H 0.752738 2.923037 3.395919 0.496 -0.014 0.488 0.08
H 0.273879 2.033020 4.934597 0.166 -0.216 -0.320 0.08
H -0.092010 3.701091 4.768601 -0.181 0.202 -0.258 0.08
H -2.978920 1.478366 3.418306 -0.064 0.084 -0.294 0.10
H -2.122012 1.219544 4.825655 0.318 0.420 0.113 0.09
```
Positions in Å, forces in eV/Å.

As for the energy relative to the best compared isomer or geometry (same formula, charge and spin): 21.7 kcal/mol. For the total energy, the calculation gives -555.96909 Eh. The SMILES is Cc1ccc(O)cc1.CC(N)=O.